Entry 1:
C2H8N2O2 | ωB97M-V/def2-TZVPD

Geometry as XYZ:
```
14
Properties=species:S:1:pos:R:3:forces:R:3
O 1.048 -1.255 -0.137 -1.7 -0.1 -3.2
H 3.250 0.026 3.471 1.0 0.9 -1.3
H -2.753 1.142 -0.925 -0.6 0.9 -0.9
H 1.442 -0.538 -2.026 -0.8 -1.0 0.3
H -1.864 1.354 0.491 -1.9 -1.3 -1.5
H -0.406 0.640 -2.087 -0.5 0.4 -0.6
H -2.191 -1.175 -0.910 0.2 0.0 -0.3
H -1.309 -0.818 0.515 1.3 0.1 -0.9
C -1.559 -0.399 -0.471 -1.8 -0.4 0.0
H 2.933 0.763 2.169 0.8 -0.2 0.3
C 0.645 -0.808 -1.254 5.3 1.1 2.9
N -2.480 0.665 -0.103 3.0 1.4 1.8
N -0.458 -0.134 -1.469 -2.4 -1.0 2.2
O 3.703 0.537 2.734 -1.8 -0.7 1.0
```
Forces are in eV/Å.

Properties
SMILES	NCNC=O.O
ΔE to the lowest compared entry with this formula, charge and spin	49.18	kcal per mole
strongest force on any atom	6.1	eV/Å

Results of the Löwdin charge analysis, in e, for atoms 1 through 5:
1 O -0.047
2 H 0.063
3 H 0.035
4 H 0.140
5 H 0.123

***

Entry 2:
CH2Cl4N2 | ωB97M-V/def2-TZVPD

Geometry as XYZ:
```
9
Properties=species:S:1:pos:R:3:forces:R:3
Cl -0.179 -1.387 -1.710 0.1 -0.5 -0.9
C 0.295 0.212 0.252 0.6 1.0 2.8
H 0.420 0.314 1.416 0.2 -0.4 -2.4
N -0.798 1.086 -0.052 -0.1 -0.4 -1.1
N 0.166 -1.212 -0.063 -1.0 1.7 0.7
H -1.283 0.851 -0.930 0.4 0.2 0.5
Cl -2.056 1.293 1.143 0.8 -0.5 -0.3
Cl 1.921 0.894 -0.540 -1.6 -0.3 0.6
Cl 1.514 -2.051 0.486 0.6 -0.7 0.0
```
Forces are in eV/Å.

Properties
SMILES	ClN[C@H](Cl)N(Cl)Cl
ΔE to the lowest compared entry with this formula, charge and spin	3.31	kcal per mole
strongest force on any atom	3.0	eV/Å

Results of the Löwdin charge analysis, in e, for atoms 1 through 5:
1 Cl 0.627
2 C -0.892
3 H 0.122
4 N -0.490
5 N -1.030

***

Entry 3:
C24H30N4O4 | ωB97M-V/def2-TZVPD

Geometry as XYZ:
```
62
Properties=species:S:1:pos:R:3:forces:R:3
C 0.849 2.087 -1.802 -0.4 -0.4 0.1
H 1.900 -0.517 3.951 0.0 -0.1 -0.1
C -0.980 0.483 -1.871 0.0 0.1 -0.1
H -2.321 -2.877 2.009 -0.1 0.0 -0.1
C -0.039 1.204 -1.137 0.2 0.2 -0.2
C 2.653 3.686 -1.188 0.4 0.3 -0.1
H 0.590 -2.777 1.379 0.1 0.1 0.0
H 1.435 0.066 5.557 -0.1 -0.1 0.1
C -1.504 -3.119 -2.266 0.0 -0.3 0.1
H -2.525 -4.296 -0.196 0.1 0.0 0.2
H 4.402 2.162 3.255 0.1 0.0 -0.1
H 2.209 4.541 -1.703 0.0 0.0 0.0
H -3.592 -1.431 -3.567 0.0 0.1 0.0
H -0.988 -4.393 0.682 -0.1 0.0 0.0
H 0.402 -1.752 -1.498 0.1 -0.1 0.2
H -0.141 1.563 -4.963 0.0 0.0 -0.1
C 0.270 1.313 0.251 0.6 0.5 0.3
H -4.781 -2.261 -4.580 -0.1 0.0 -0.1
C 0.266 1.123 2.612 -0.6 -0.5 -0.4
O -0.946 -2.605 -3.205 0.0 0.2 -0.4
N -0.946 -3.246 -1.037 -0.1 0.0 0.1
C 1.297 2.256 0.364 -0.6 -0.6 0.0
H -4.955 -2.271 -2.817 -0.1 0.0 0.0
H 4.815 0.598 3.970 0.1 -0.1 0.0
C 0.824 2.225 -3.187 0.1 0.1 -0.1
C -1.371 -0.281 1.400 0.3 0.0 0.2
O -2.507 0.003 1.729 -0.3 0.1 0.1
H 3.262 1.763 5.460 -0.1 0.0 0.0
H -4.047 -4.460 -3.633 0.1 0.1 0.0
C -0.100 1.482 -3.887 0.1 0.1 0.0
H 3.670 0.686 2.632 0.0 -0.1 -0.1
N 1.644 2.711 -0.881 0.0 0.0 0.1
C -0.253 0.713 1.426 0.1 0.4 0.4
C -2.087 -2.543 0.991 -0.3 -0.1 0.0
H 3.422 3.248 -1.829 0.0 0.0 0.0
H 0.992 -1.172 0.747 0.0 -0.2 0.0
C -3.412 -3.574 -3.573 -0.1 0.2 -0.5
C 4.011 1.188 3.535 0.0 0.2 0.2
O -2.733 -3.683 -2.323 0.0 0.0 0.3
C 1.860 2.665 1.621 0.0 0.1 0.0
H -1.687 -0.162 -1.370 -0.1 -0.1 0.0
N 1.285 2.022 2.713 0.0 0.1 -0.2
H 1.147 -3.241 -0.883 0.0 0.1 0.0
H -2.672 -3.589 -4.380 -0.2 -0.1 0.1
C 0.300 -2.555 -0.763 0.3 0.1 -0.2
N -1.035 -1.539 1.022 -0.2 -0.1 -0.2
H 3.105 4.019 -0.256 0.0 0.0 -0.2
H 1.504 2.893 -3.693 0.1 0.1 -0.1
C 1.813 2.341 4.025 0.5 0.2 0.6
C 0.285 -1.997 0.669 0.3 -0.2 -0.1
O 2.751 3.495 1.779 0.1 0.1 0.0
C -4.242 -2.300 -3.637 0.3 -0.3 0.2
H 0.985 2.402 4.735 0.0 0.0 -0.1
C -1.654 -3.728 0.124 -0.2 0.0 0.2
C 2.864 1.336 4.532 -0.1 -0.1 -0.2
H 2.284 3.324 3.936 -0.2 -0.1 0.1
C -0.997 0.628 -3.238 -0.2 -0.1 0.0
H -0.121 0.745 3.545 0.0 0.0 0.1
C 2.260 -0.029 4.855 0.1 0.2 0.1
H -1.703 0.068 -3.831 -0.1 -0.1 0.0
H 3.016 -0.669 5.305 0.0 -0.1 0.0
H -2.984 -2.068 0.583 0.1 -0.1 0.1
```
Forces are in eV/Å.

Properties
SMILES	CCOC(=O)N1CCN(C(=O)c2cn(CC(C)C)c(=O)c3c2c2ccccc2n3C)CC1
ΔE to the lowest compared entry with this formula, charge and spin	0.97	kcal per mole
strongest force on any atom	0.9	eV/Å

Results of the Löwdin charge analysis, in e, for atoms 1 through 5:
1 C -0.157
2 H 0.066
3 C -0.018
4 H 0.133
5 C -0.086

***

Entry 4:
C3H3N3O2 | ωB97M-V/def2-TZVPD

Geometry as XYZ:
```
11
Properties=species:S:1:pos:R:3:forces:R:3
H -2.987 0.209 0.347 -0.4 0.5 0.1
N 2.337 -0.599 0.342 -2.2 0.4 0.0
H 2.308 -1.579 0.704 -0.6 0.9 -0.8
O -2.349 -0.437 0.049 2.1 1.8 -0.5
C -0.057 -0.690 -0.396 -1.5 0.5 -0.4
H -0.248 -1.735 -0.807 0.6 1.7 0.9
C 1.194 -0.062 -0.069 4.8 -4.1 0.8
O -0.841 1.442 0.369 -1.3 -2.3 -1.0
N 1.390 1.284 -0.298 -5.1 3.2 0.0
C -1.078 0.156 -0.093 -0.7 -2.5 1.3
N 0.331 2.010 -0.148 4.3 -0.2 -0.3
```
Forces are in eV/Å.

Properties
SMILES	[H]/N=c1\cc(O)onn1
ΔE to the lowest compared entry with this formula, charge and spin	123.68	kcal per mole
strongest force on any atom	6.3	eV/Å

Results of the Löwdin charge analysis, in e, for atoms 1 through 5:
1 H 0.106
2 N 0.131
3 H 0.060
4 O 0.084
5 C 0.029

***

Entry 5:
C38H37CuF7N8O14PS2 | ωB97M-V/def2-TZVPD

Geometry as XYZ:
```
108
Properties=species:S:1:pos:R:3:forces:R:3
C 4.478 -0.244 2.227 0.3 -0.8 -0.9
H -7.346 1.566 3.791 0.1 -0.8 0.7
O -3.177 1.760 1.112 -0.1 -0.2 0.3
C -5.303 -1.222 1.561 -0.9 -0.1 1.2
C -2.811 -1.376 1.394 1.5 1.0 -1.8
O 4.257 2.284 2.230 -1.1 -1.2 -1.0
C -2.471 -1.122 -0.749 0.0 -0.2 1.5
H 1.920 2.096 3.716 0.2 0.3 -0.7
O -1.144 2.255 0.134 -0.3 -0.9 0.8
H -0.106 0.697 -8.081 0.4 0.0 0.9
H 0.232 -1.209 -4.281 0.6 0.9 -0.2
H 3.391 2.194 -3.120 0.1 0.2 -0.1
C 0.372 0.655 -7.074 0.6 2.7 -1.3
N 2.104 0.964 1.830 -2.0 0.4 -0.4
H -3.914 3.382 -0.895 -0.4 -0.5 -0.6
C 1.098 0.238 -1.999 -1.2 -1.9 1.2
O 2.013 3.395 -1.183 1.2 -1.2 -0.8
F 1.883 -4.518 -0.870 -0.5 0.4 1.8
N 2.757 1.623 -2.597 0.4 2.6 -0.1
H 6.547 0.447 2.230 -0.1 0.7 0.2
C 3.834 -2.943 -2.414 -0.2 0.2 -1.0
H -8.331 0.047 6.231 -0.3 -0.2 -0.7
H 2.400 0.468 3.809 0.3 -0.4 0.4
C -7.993 1.009 5.852 0.7 1.0 0.7
O 3.787 1.155 0.046 0.2 -0.1 0.0
H 3.562 -3.803 -1.765 0.6 0.9 -0.5
H -2.093 -0.698 3.276 -0.3 -0.3 -0.1
O -7.530 -1.285 3.363 -0.6 -0.2 0.7
H 7.373 -1.262 3.680 0.0 -0.2 -0.2
O 0.382 -0.769 -1.973 0.6 2.0 -0.1
H 5.240 -2.169 -5.385 0.2 0.1 0.3
H -3.148 4.379 0.251 0.2 0.1 0.2
H 2.844 -1.646 1.814 0.4 0.6 0.4
C -0.787 4.665 -1.171 1.3 0.4 -1.4
H 2.721 2.238 -5.148 0.1 0.7 0.0
C -0.055 4.467 -3.532 0.5 0.5 2.7
N -1.311 3.887 -3.711 -0.6 -0.5 -0.7
C -2.314 3.586 -2.765 2.6 0.7 0.9
P 1.280 -3.867 0.569 -0.7 2.1 -1.7
H 4.344 -0.104 -5.059 -0.9 -0.5 1.2
C -5.363 -0.128 2.673 -2.0 -1.2 -0.2
H -8.825 1.705 5.608 0.3 -0.8 0.1
N -4.038 -1.152 0.901 0.5 -0.6 -2.3
C 1.497 0.608 -4.474 0.2 -0.1 -2.2
H -1.483 3.433 -4.630 0.3 0.5 1.0
F 0.670 -3.173 1.954 0.7 -0.6 -1.1
H 2.166 -1.723 -1.626 1.0 -0.4 -0.2
C 6.357 -1.372 3.305 -0.1 2.2 -0.1
C -3.854 -1.038 -0.520 0.4 -0.2 0.0
H -4.459 0.121 3.107 2.1 0.4 0.6
C 1.774 1.124 3.226 -0.2 -0.5 2.0
C 4.112 -0.848 -4.242 -0.4 1.8 -0.3
C 2.018 2.255 -1.618 -1.1 -0.7 2.1
O -0.368 0.846 2.438 -1.1 0.2 -1.0
C 5.543 -2.383 3.742 -0.1 -2.0 -0.6
H -0.663 -1.056 -6.512 -0.2 -0.3 0.2
O -5.627 -1.287 5.021 -0.4 -0.2 0.5
C 5.835 -0.283 2.568 0.1 -0.5 0.4
N -1.839 -1.296 0.438 -1.6 0.2 0.3
C 4.317 -2.525 3.078 -0.1 1.4 0.4
C 6.068 -3.455 4.701 -0.4 -0.5 -0.1
N -1.996 4.036 -1.466 -1.1 -0.3 -1.2
O -0.195 0.607 4.657 1.0 0.1 -2.0
O -3.275 2.931 -3.043 -0.9 -0.2 -0.4
H -1.813 -1.097 -1.609 -0.7 0.1 -0.3
C 0.179 4.959 -2.102 -2.7 -1.0 -0.3
H 5.719 -4.494 4.457 0.1 1.0 0.1
F 1.293 5.625 -1.770 -0.8 0.0 -0.6
C 0.026 -0.300 -6.182 0.0 -1.0 0.3
N 1.146 1.262 -1.048 0.4 -0.5 -2.0
H 7.162 -3.522 4.769 -0.2 0.3 -0.3
F 0.675 -5.296 1.041 0.5 0.7 -0.4
C 4.740 -2.032 -4.420 1.9 -1.4 -1.5
Cu 0.412 1.234 0.787 0.4 -0.1 -0.1
S -6.435 -0.623 4.033 0.4 0.3 -1.5
S 3.645 1.173 1.469 2.1 1.2 0.8
H -1.533 -2.292 2.717 -0.4 0.5 0.0
H -5.486 -2.237 1.984 0.3 0.6 -0.1
O -4.462 -1.393 -2.698 -1.4 0.8 3.1
C -6.978 0.983 4.673 0.2 0.6 -0.4
C 0.580 -0.365 -4.913 -0.3 -0.2 0.8
H 5.090 -4.095 -3.739 0.4 0.3 -0.2
C 3.806 -1.449 2.313 -0.8 -1.4 0.7
C 3.218 -0.699 -3.166 -0.8 -0.4 -0.7
H -7.523 1.435 6.775 -0.1 -0.1 -0.9
O -6.098 -1.143 -1.161 2.7 0.0 -1.2
C 1.919 1.590 -5.435 -1.5 -1.2 0.3
C 4.729 -3.092 -3.541 -2.8 0.1 2.5
C -2.437 2.370 0.385 1.5 0.3 -1.0
C 1.289 1.681 -6.696 -0.4 -2.3 1.7
F 1.853 -2.299 0.107 -0.4 -2.1 1.1
C -2.963 3.573 -0.458 1.5 0.6 1.1
H -6.009 1.462 4.911 -0.5 -0.2 0.2
F -0.083 -3.465 -0.295 1.1 -0.9 1.3
H -6.078 -1.081 0.793 0.4 0.1 0.6
H 5.723 -3.228 5.714 -0.1 -0.1 0.0
H 1.466 2.503 -7.321 0.5 0.9 -0.9
C 3.030 -1.764 -2.293 1.0 -0.9 -0.5
C 2.188 0.448 -3.149 -0.5 -0.3 2.0
H 3.671 -3.373 3.244 0.1 -0.2 -0.1
C 0.315 0.782 3.545 0.5 0.5 0.5
N -4.858 -1.179 -1.502 -0.8 -0.5 -1.4
H -5.828 0.765 2.336 -0.2 0.8 -0.8
H -0.555 4.911 -0.153 -0.3 -0.1 0.4
H -3.184 -2.165 3.298 -0.4 0.1 0.5
C -2.417 -1.623 2.769 0.8 -0.6 0.7
O 0.785 4.518 -4.385 0.3 0.1 -1.1
F 2.729 -4.134 1.288 -1.1 -0.1 -0.4
```
Forces are in eV/Å.

Properties
total charge	-2
energy	-175217.9292	eV
strongest force on any atom	3.8	eV/Å

Results of the Löwdin charge analysis, in e, for atoms 1 through 5:
1 C -0.253
2 H 0.104
3 O 0.083
4 C -0.122
5 C -0.315

***

Entry 6:
C3H9PSi | ωB97M-V/def2-TZVPD

Geometry as XYZ:
```
14
Properties=species:S:1:pos:R:3:forces:R:3
H 1.696 -0.290 1.025 0.8 -0.4 -0.7
Si -1.527 0.126 -0.411 0.2 0.0 1.8
H -2.380 0.554 -1.413 -1.8 0.7 -1.5
H -0.209 1.160 3.061 0.1 0.0 -1.0
H -2.039 0.968 0.881 1.0 -1.0 -1.4
P 1.153 -1.138 -1.737 1.2 2.1 -1.2
C 0.587 0.618 2.534 1.0 -0.8 1.2
H 0.203 -1.901 -2.236 -2.0 -1.9 -0.4
H 1.363 -0.797 -3.192 0.3 0.1 1.5
H 1.267 0.126 3.343 -0.9 0.7 -1.5
C 0.912 0.378 1.271 -1.0 0.2 1.3
C 0.075 0.287 -1.342 2.5 1.4 1.2
H 0.694 1.265 -1.487 -1.6 -1.6 0.3
H -1.797 -1.356 -0.296 0.2 0.5 0.3
```
Forces are in eV/Å.

Properties
ΔE to the lowest compared entry with this formula, charge and spin	97.05	kcal per mole
strongest force on any atom	3.1	eV/Å

Results of the Löwdin charge analysis, in e, for atoms 1 through 5:
1 H -0.014
2 Si 0.469
3 H -0.133
4 H 0.040
5 H -0.040

***

Question: Which of these has the highest strongest force on any atom?
Answer: C3H3N3O2